This record from the Open Molecules 2025 dataset describes a molecular structure, C21H16N2O6Pb. The level of theory is the ωB97M-V functional and the def2-TZVPD basis.

Properties
electronic energy = -42551.079 eV
energy above the lowest of the compared OMol25 structures with the same formula, charge and spin = 10.8 kcal/mol
E_LUMO = -1.08 eV
orbital gap = 7.3323 eV
charge = 0
F_max = 0.0074 Eh/bohr
spin multiplicity = 1

CARTESIAN COORDINATES (ANGSTROEM)
Pb -0.833 3.054 -0.130
O -3.590 5.098 -2.819
C -2.798 4.377 -2.242
O -2.535 4.337 -0.983
C -2.002 3.378 -3.085
C -2.169 3.234 -4.451
C -1.403 2.284 -5.112
C -0.500 1.502 -4.401
C -0.389 1.705 -3.039
N -1.127 2.627 -2.427
C 0.553 0.902 -2.144
O 1.261 0.051 -2.657
O 0.482 1.211 -0.900
H -2.890 3.863 -4.954
H -1.510 2.150 -6.181
H 0.114 0.745 -4.866
C 2.956 -1.586 5.355
O 2.126 -1.131 4.297
C 2.474 -1.484 3.028
C 3.530 -2.318 2.692
C 3.792 -2.582 1.352
C 3.022 -2.008 0.352
C 1.967 -1.171 0.684
C 1.684 -0.934 2.017
N 0.649 -0.045 2.431
C -0.514 0.212 1.864
C -1.235 -0.536 0.934
C -1.069 -1.943 0.766
C -1.949 -2.661 0.023
C -3.038 -1.998 -0.603
C -3.219 -0.655 -0.484
C -2.293 0.148 0.247
O -2.425 1.421 0.236
H 3.987 -1.254 5.216
H 2.929 -2.675 5.433
H 2.553 -1.150 6.264
H 4.147 -2.762 3.459
H 4.616 -3.236 1.096
H 3.240 -2.192 -0.690
H 1.384 -0.685 -0.090
H 0.878 0.488 3.258
H -0.991 1.118 2.228
H -0.257 -2.446 1.272
H -1.832 -3.731 -0.081
H -3.738 -2.579 -1.191
H -4.038 -0.142 -0.972

Cartesian forces, eV/Å:
-0.29 -0.12 -0.05
0.01 -0.01 0.03
-0.04 -0.02 0.07
0.08 0.05 -0.13
-0.01 -0.01 0.06
0.01 -0.05 -0.06
0.00 0.00 0.04
-0.04 0.00 -0.06
0.01 0.02 0.04
0.12 0.02 -0.04
-0.11 0.04 0.10
0.02 -0.06 0.01
0.10 0.09 -0.05
0.00 0.00 0.00
0.00 0.00 0.01
0.00 0.01 0.00
-0.01 -0.01 -0.02
0.02 0.03 0.04
-0.01 -0.06 0.04
0.02 -0.01 0.01
-0.04 0.03 -0.02
0.03 -0.03 0.01
-0.03 0.04 -0.06
-0.06 -0.03 0.01
0.01 0.05 -0.06
0.13 -0.01 0.08
-0.08 -0.15 -0.09
0.01 0.05 0.02
-0.06 0.00 -0.05
0.06 -0.03 0.06
0.01 0.01 -0.05
-0.12 -0.06 -0.21
0.21 0.14 0.29
0.00 0.01 0.00
0.00 0.00 0.00
-0.01 0.00 0.00
0.00 0.00 0.00
-0.01 0.01 0.00
0.00 0.01 0.01
0.04 -0.01 0.04
0.02 0.05 -0.03
0.01 0.00 0.00
-0.02 0.01 0.01
-0.01 0.01 0.00
0.00 0.01 0.00
0.01 0.00 0.00

***

This record from the Open Molecules 2025 dataset describes a molecular structure, C21H16N7O6RuS at a distorted geometry. The level of theory is the ωB97M-V functional and the def2-TZVPD basis.

Properties
electronic energy = -58165.046 eV
energy above the lowest of the compared OMol25 structures with the same formula, charge and spin = 24.5 kcal/mol
E_LUMO (spin up / spin down) = -0.62 / -0.68 eV
orbital gap (spin up / spin down) = 3.8700 / 7.0228 eV
charge = 0
F_max = 0.0241 Eh/bohr
spin multiplicity = 6

CARTESIAN COORDINATES (ANGSTROEM)
Ru -0.184 -0.737 -0.175
O 1.630 -4.155 -2.018
C 1.318 -3.114 -1.471
O 0.149 -2.752 -1.075
C 2.427 -2.084 -1.194
C 3.738 -2.236 -1.615
C 4.653 -1.246 -1.282
C 4.239 -0.139 -0.556
C 2.902 -0.053 -0.197
N 2.044 -1.022 -0.508
C 2.359 1.105 0.556
O 2.943 1.725 1.391
O 1.080 1.405 0.151
H 4.012 -3.113 -2.184
H 5.686 -1.336 -1.592
H 4.915 0.655 -0.271
N -2.672 -0.123 0.438
N -3.351 0.461 -0.636
C -2.692 0.612 -1.819
N -3.413 0.899 -2.900
N -1.379 0.465 -1.775
N -0.605 0.729 -2.878
O -1.079 1.276 -3.868
O 0.547 0.390 -2.809
H -3.037 -1.043 0.653
H -2.724 0.478 1.250
H -4.342 0.287 -0.703
H -4.383 1.153 -2.825
H -2.863 1.194 -3.698
S 1.009 0.468 4.434
C 1.319 -1.215 4.067
C 1.953 -2.172 4.842
C 2.117 -3.447 4.320
C 1.620 -3.772 3.060
C 0.977 -2.825 2.283
C 0.856 -1.518 2.770
N 0.305 -0.452 2.096
C 0.358 0.685 2.813
C 0.024 1.972 2.287
C -0.609 2.972 3.055
C -1.000 4.165 2.483
C -0.762 4.416 1.129
C -0.075 3.478 0.369
C 0.330 2.289 0.940
H 2.318 -1.926 5.831
H 2.638 -4.199 4.899
H 1.736 -4.782 2.686
H 0.565 -3.066 1.310
H -0.811 2.768 4.099
H -1.509 4.907 3.086
H -1.081 5.347 0.680
H 0.192 3.676 -0.664

Cartesian forces, eV/Å:
-0.13 -0.55 0.55
-0.10 0.13 0.06
0.45 0.03 -0.11
-0.35 0.66 0.26
-0.20 -0.33 -0.01
0.15 0.10 0.06
-0.08 -0.18 -0.09
-0.15 0.21 0.21
0.28 -0.51 -0.28
-0.16 0.56 -0.10
-0.21 0.51 0.32
0.15 -0.02 -0.09
0.09 -0.39 -0.24
-0.04 -0.02 0.02
0.00 0.02 0.01
0.02 -0.02 -0.01
0.24 0.01 0.07
0.00 -0.32 -0.17
-0.02 0.22 -0.07
-0.05 0.08 0.11
0.48 -0.36 0.55
0.08 -0.01 -0.74
-0.22 0.25 -0.16
0.10 -0.06 0.29
-0.08 -0.04 0.02
0.11 0.03 0.07
-0.08 0.07 0.04
0.02 -0.04 0.06
-0.09 0.04 -0.12
-0.09 -0.09 0.05
0.02 -0.09 -0.13
-0.12 0.13 -0.04
0.08 -0.17 0.07
-0.01 -0.02 0.06
-0.05 0.27 0.01
0.01 0.12 0.19
0.11 -0.78 -0.96
-0.28 0.84 0.14
0.36 -0.97 0.05
0.00 0.32 0.01
0.06 -0.14 0.02
-0.15 0.22 -0.02
0.22 -0.32 -0.09
-0.44 0.69 0.13
0.02 -0.01 0.00
-0.04 0.01 0.02
0.00 0.01 -0.02
0.08 -0.11 -0.02
-0.02 0.02 0.00
0.02 0.00 0.01
0.02 -0.01 0.00
-0.01 0.01 0.02

***

This record from the Open Molecules 2025 dataset describes a molecular structure, C21H17Cl5DyN3O4Se at a distorted geometry. The level of theory is the ωB97M-V functional and the def2-TZVPD basis.

Properties
electronic energy = -186757.707 eV
energy above the lowest of the compared OMol25 structures with the same formula, charge and spin = 0.0 kcal/mol
E_LUMO (spin up / spin down) = -0.85 / -0.83 eV
orbital gap (spin up / spin down) = 7.3542 / 7.3468 eV
charge = 0
F_max = 0.0493 Eh/bohr
spin multiplicity = 6

CARTESIAN COORDINATES (ANGSTROEM)
Dy 0.358 0.045 -0.912
O -4.895 -1.577 3.389
C -3.666 -1.611 4.000
O -3.512 -1.508 5.180
C -2.522 -1.596 3.054
C -1.544 -0.650 3.305
C -0.583 -0.417 2.347
N -0.639 -1.009 1.135
C -1.533 -1.976 0.944
C -2.533 -2.284 1.829
C -1.594 -2.433 -0.536
O -2.522 -3.100 -0.958
O -0.747 -1.819 -1.245
H -1.516 -0.129 4.257
H 0.195 0.342 2.494
H -3.316 -2.954 1.493
Cl 2.404 0.908 -2.874
C 3.124 -0.541 -2.176
C 2.361 -1.191 -1.227
C 2.970 -2.205 -0.573
Cl 2.020 -3.066 0.630
C 4.278 -2.595 -0.791
Cl 5.042 -3.862 0.160
C 5.014 -1.890 -1.776
Cl 6.701 -2.181 -2.050
C 4.421 -0.862 -2.537
Cl 5.327 -0.105 -3.792
N -4.716 -1.036 -0.504
C -4.445 0.348 -0.890
C -2.965 0.796 -0.805
N -2.111 0.433 -1.929
H -5.714 -1.237 -0.637
H -4.826 -1.590 2.406
H -4.247 -1.750 -1.078
H -4.967 0.964 -0.198
H -4.785 0.554 -1.939
H -2.596 0.318 0.094
H -2.838 1.813 -0.602
H -2.401 0.869 -2.763
H -2.237 -0.566 -2.141
Se -0.049 2.479 0.499
C 1.765 2.924 0.087
C 2.826 2.426 0.821
C 4.123 2.838 0.594
C 4.330 3.842 -0.383
C 3.260 4.349 -1.108
C 1.991 3.915 -0.894
H 2.681 1.655 1.524
H 4.980 2.426 1.076
H 5.333 4.069 -0.666
H 3.375 5.100 -1.859
H 1.140 4.323 -1.472

Cartesian forces, eV/Å:
-1.19 -0.11 0.42
0.59 -0.27 0.09
-0.71 0.37 -0.34
-0.53 -0.23 -0.12
-0.37 -0.07 -1.17
0.55 -0.40 0.53
0.19 0.31 -0.61
0.72 0.39 1.22
-0.09 0.04 -1.50
0.10 0.30 0.89
-1.18 0.33 0.73
0.09 -0.44 0.40
1.22 0.22 -0.92
-0.09 -0.05 -0.19
-0.44 -0.37 -0.12
0.10 -0.09 0.21
-0.27 0.24 -0.35
0.18 0.12 -0.08
0.20 1.42 -0.67
-0.11 -1.40 0.96
0.20 0.02 -0.03
1.27 0.04 -0.34
-0.37 0.75 -0.64
0.09 -0.08 0.09
-0.37 -0.39 0.29
0.29 -0.79 0.61
-0.45 0.20 0.18
-0.19 -0.67 -0.07
0.65 0.03 -1.58
-0.82 -1.98 0.30
0.67 -1.59 0.45
0.47 0.28 0.17
0.14 0.06 0.76
0.08 0.52 0.29
-0.70 0.64 0.38
0.00 0.14 0.70
0.39 -0.29 0.29
-0.22 1.73 0.00
-0.39 1.10 -1.05
0.15 0.35 0.19
-0.11 -0.53 -0.22
-0.51 0.97 -0.44
0.40 -0.13 -0.38
-0.08 1.73 -1.85
-0.24 -1.36 0.52
0.63 0.25 -0.01
-1.37 -0.77 0.56
-0.44 -0.72 0.90
0.24 -0.34 0.46
0.52 0.49 0.03
0.50 0.39 -0.40
0.60 -0.31 0.48